Record 1
11
Properties=species:S:1:pos:R:3:forces:R:3 method="wB97M-V/def2-TZVPD" spin_multiplicity=1 smiles=CSS.N homo_energy_ev=-9.1
N -4.176500 -0.765914 -4.018632 0.013 -1.552 0.854
H -4.705600 -1.342601 -4.665599 -0.649 0.504 -0.489
H -4.781398 -0.733956 -3.182611 0.123 0.328 -0.518
H -3.556818 -1.541577 -3.739289 0.512 0.719 0.151
C 3.497828 0.571888 2.471340 -0.428 0.312 -1.195
S 2.205754 1.427089 1.456812 0.078 -0.416 -0.369
S 0.379102 1.068279 2.302844 0.188 0.574 0.748
H 4.246788 0.170476 1.789846 -0.057 0.126 -0.279
H 3.069136 -0.299058 2.955934 0.006 0.423 0.691
H 3.955409 1.396662 3.004910 -0.010 -0.565 0.873
H -0.133701 0.048713 1.624444 0.225 -0.454 -0.467

***

Record 2
122
Properties=species:S:1:pos:R:3:forces:R:3 method="wB97M-V/def2-TZVPD" charge=-1 spin_multiplicity=1 homo_energy_ev=-7.2
As -0.356850 -0.457142 -0.252006 -0.952 -0.117 0.505
F -1.162588 -1.083204 -1.667130 0.101 0.119 0.089
F 0.440864 0.712452 -1.267738 0.230 -0.292 0.274
F 0.489955 0.108185 1.166214 -0.332 0.228 -0.330
F -1.328288 -1.527798 0.734448 0.357 -0.063 -0.062
F 0.872780 -1.667223 -0.418987 0.085 0.143 -0.263
F -1.667424 0.708239 -0.006429 0.437 0.104 -0.141
O 5.870179 0.024949 1.673693 -0.140 0.011 -0.397
S 5.384092 1.109157 0.884587 -0.731 0.561 -0.247
O 5.878272 2.445257 1.113475 -0.026 -0.459 -0.170
O 5.675471 0.737282 -0.676897 -0.033 0.200 0.971
C 5.672087 1.851161 -1.592693 0.146 -0.530 -0.315
C 5.568804 1.272583 -2.988471 -0.386 0.058 -0.433
C 3.575008 1.235748 0.898147 1.109 -0.409 0.467
H 6.611516 2.399586 -1.521419 -0.092 0.035 0.370
H 4.835171 2.505321 -1.349970 0.085 0.155 -0.143
H 5.936416 2.023762 -3.690912 -0.041 -0.121 -0.099
H 4.552515 1.004648 -3.286585 -0.076 0.167 0.211
H 6.144732 0.356714 -3.120656 0.319 0.161 0.241
H 3.295357 1.544193 1.902973 0.185 0.242 -0.007
H 3.093172 0.275579 0.733955 0.145 0.003 -0.474
H 3.361349 2.022536 0.183689 -0.389 -0.123 -0.045
O -0.708786 -6.916448 1.801579 0.212 0.393 -0.323
S 0.387612 -6.017325 1.602432 0.718 0.255 -0.904
O 1.398152 -5.888727 2.620294 -0.579 0.056 -0.485
O 1.107764 -6.504826 0.210158 -0.975 -0.018 1.169
C 2.333441 -5.871591 -0.142449 1.423 -0.185 -0.093
C 3.573679 -6.509492 0.481752 -0.254 0.494 1.172
C -0.142803 -4.360176 1.116054 -0.004 -0.236 0.297
H 2.350969 -4.819794 0.144880 -0.215 0.053 -0.294
H 2.420410 -6.003118 -1.221750 -0.367 0.319 -0.056
H 3.484210 -7.591993 0.554674 0.208 -0.051 -0.403
H 3.688340 -6.134712 1.502323 -0.232 -0.180 0.044
H 4.488708 -6.135294 0.023806 -0.112 -0.346 -0.493
H -0.664266 -4.274296 0.166338 0.008 -0.598 0.014
H 0.748229 -3.742545 1.041711 -0.024 0.052 0.335
H -0.826254 -4.004450 1.884447 0.204 0.055 0.152
O -2.217179 0.773885 6.809874 0.178 -0.183 -0.636
S -2.061725 -0.040597 5.637212 -0.095 0.034 -0.128
O -2.336934 -1.442627 5.702590 0.080 -0.005 0.007
O -3.039493 0.617566 4.541275 0.331 -0.140 0.780
C -3.059480 0.061113 3.222935 0.695 -0.113 -1.181
C -4.171931 0.731562 2.438304 -0.663 -0.586 -0.050
C -0.449158 0.213502 4.897403 -0.767 0.011 -0.357
H -3.169942 -1.024114 3.170387 -0.373 0.019 0.780
H -2.073249 0.198438 2.762494 -0.141 0.398 -0.085
H -4.977099 1.025275 3.114631 0.095 0.061 0.080
H -4.616365 -0.025064 1.787228 0.073 0.068 -0.127
H -3.922899 1.586250 1.816989 0.406 0.067 0.216
H 0.316757 0.024035 5.640965 -0.017 0.250 0.111
H -0.482555 1.221269 4.486139 0.434 0.116 0.368
H -0.314129 -0.463615 4.054464 -0.131 -0.178 0.142
O 2.331282 2.837479 3.622417 -0.574 0.190 -0.199
S 1.432370 3.637070 2.840938 0.168 0.495 0.401
O 1.579337 3.675684 1.410891 -0.081 0.205 0.350
O -0.044462 3.199878 3.210522 0.419 -0.003 0.010
C -1.115080 3.486623 2.279564 -0.389 -0.247 -0.841
C -2.378506 3.764004 3.053945 0.319 -0.306 0.875
C 1.438153 5.309639 3.542187 0.021 -0.858 -0.845
H -1.193753 2.616144 1.621671 -0.094 -0.053 0.150
H -0.890916 4.317972 1.605117 0.418 0.131 0.353
H -2.817576 2.852573 3.462474 -0.156 0.005 -0.385
H -3.078325 4.321912 2.437959 -0.185 -0.095 0.087
H -2.134709 4.317639 3.966058 0.002 0.424 -0.295
H 2.482174 5.608731 3.569436 -0.025 0.110 0.158
H 0.969857 5.240477 4.517790 0.171 0.042 0.109
H 0.867446 5.948375 2.871321 -0.017 0.037 0.036
O -5.457138 -4.366608 -1.411038 0.242 0.253 0.476
S -4.671227 -3.593503 -0.480634 0.501 0.485 -0.859
O -5.172364 -3.292738 0.826236 0.310 -0.084 -0.441
O -3.241876 -4.299381 -0.290227 -0.247 0.374 0.450
C -2.824085 -5.266508 -1.246473 0.416 -1.300 -1.126
C -3.302778 -6.662421 -0.846413 -0.645 0.587 -0.076
C -4.168434 -2.067554 -1.331854 -0.177 -1.253 0.202
H -1.737429 -5.281200 -1.368090 0.044 0.458 0.733
H -3.145670 -4.993702 -2.256006 -0.479 0.003 0.177
H -3.008289 -7.441061 -1.548753 0.245 0.143 -0.071
H -4.393036 -6.615399 -0.855417 -0.010 -0.242 0.135
H -2.963430 -6.920151 0.154898 0.127 0.022 -0.017
H -3.579522 -1.467492 -0.644911 -0.327 0.281 0.047
H -5.102445 -1.682701 -1.733510 0.057 0.502 0.315
H -3.533799 -2.334780 -2.175644 0.009 -0.203 0.072
C 3.610981 -2.899257 -1.800774 0.572 -0.898 0.200
S 4.856320 -2.490472 -0.551619 0.444 -0.082 0.826
O 4.759402 -3.477996 0.576487 -0.415 0.236 -0.644
C 6.319167 -3.068046 -1.447998 -0.628 -0.214 -0.968
H 2.652054 -2.952000 -1.292143 -0.048 0.381 -0.063
H 3.855884 -3.901991 -2.161758 -0.116 0.044 -0.155
H 3.635540 -2.180029 -2.615359 -0.107 0.127 0.069
H 6.103786 -4.086434 -1.782929 0.083 -0.106 0.355
H 7.185144 -3.049003 -0.797061 -0.049 0.180 0.111
H 6.468745 -2.505782 -2.373295 0.141 0.327 0.246
C 1.545045 6.302498 -1.938676 0.469 -0.380 -0.039
S 0.163478 5.309964 -1.331792 -0.903 0.155 -0.296
O -1.018825 5.715417 -2.181839 0.735 -0.256 0.359
C 0.673613 3.675951 -1.924931 0.973 0.234 0.101
H 1.416412 7.343730 -1.652995 -0.332 -0.060 0.076
H 1.602249 6.226528 -3.024662 -0.125 -0.054 -0.006
H 2.480858 5.953492 -1.496116 -0.073 -0.123 0.029
H 1.124456 3.812215 -2.908250 -0.372 -0.214 -0.217
H -0.141843 2.959478 -1.891345 -0.322 0.356 -0.175
H 1.435333 3.233551 -1.278512 0.005 0.334 0.216
C -1.129713 0.748347 -4.260632 -0.254 -0.323 0.295
S -1.212576 2.005786 -5.547475 -0.391 -0.699 -0.284
O -1.874171 1.309757 -6.705425 0.294 0.513 0.372
C -2.498884 2.983770 -4.714071 0.424 -0.214 -0.203
H -2.107330 0.262318 -4.241113 -0.166 0.311 0.191
H -0.873913 1.196373 -3.301624 -0.106 -0.038 0.027
H -0.447718 -0.080663 -4.445269 0.394 0.433 -0.410
H -2.791461 3.784362 -5.388879 -0.039 -0.044 -0.043
H -2.077405 3.418162 -3.807222 -0.040 -0.008 0.031
H -3.327198 2.307159 -4.513567 -0.096 0.099 0.060
C -3.075499 4.014242 -0.704844 -0.106 -0.907 0.631
S -4.724429 3.606461 -0.078466 -0.730 0.566 -1.003
O -5.690158 4.456280 -0.857395 0.231 -0.224 0.514
C -4.898242 1.918991 -0.763078 0.890 0.344 0.681
H -2.764831 5.000665 -0.374384 -0.327 0.157 -0.096
H -3.025834 3.925511 -1.785065 -0.038 0.053 -0.035
H -2.440429 3.276135 -0.200201 0.220 0.010 -0.334
H -3.894015 1.494992 -0.677802 -0.141 -0.304 -0.296
H -5.273540 1.959325 -1.780705 0.072 0.154 -0.058
H -5.552836 1.357134 -0.102097 -0.193 0.074 -0.100

***

Record 3
95
Properties=species:S:1:pos:R:3:forces:R:3 method="wB97M-V/def2-TZVPD" charge=+1 spin_multiplicity=2 s2=0.7538 homo_energy_ev="-12.2 / -12.2"
C -5.032405 1.407271 4.058463 -0.349 0.125 1.843
C -4.368374 0.661387 5.225555 -1.096 0.842 2.023
O -3.137363 0.180031 4.743893 -0.027 -0.290 -1.613
C -3.229291 0.160390 3.372253 0.771 -1.414 -0.455
O -2.475711 -0.477402 2.646446 -2.046 2.227 1.542
O -4.339515 0.888854 3.007937 2.663 -1.575 -3.029
H -4.896289 2.487335 4.113668 -0.144 0.039 -0.027
H -6.073764 1.126795 3.900402 -0.051 0.309 0.394
H -5.024596 -0.110034 5.628532 0.254 -0.598 -0.456
H -4.159799 1.260546 6.111906 0.057 0.395 -0.264
C -4.269622 2.682557 -2.935214 -0.741 0.291 1.516
C -3.553531 3.664472 -1.982050 -0.438 -1.341 -1.585
O -2.822128 4.426875 -2.931697 1.255 1.243 0.557
C -3.371547 4.358766 -4.148309 0.399 -0.029 -3.591
O -3.039994 4.911712 -5.198821 -0.682 -1.019 3.719
O -4.345281 3.409463 -4.131854 -0.328 0.216 -0.364
H -5.229507 2.589832 -2.427165 -0.478 -0.514 -0.820
H -3.828925 1.700555 -3.107137 0.295 0.175 0.078
H -2.929798 3.074421 -1.310560 0.163 0.763 0.135
H -4.329918 4.271225 -1.516021 0.478 0.191 0.348
C 1.154631 2.810377 -5.387952 1.876 0.959 -0.100
C 1.141678 1.501327 -4.668594 0.970 -0.309 0.292
O 0.204330 0.759274 -5.439565 -0.741 -0.364 -0.132
C 0.192670 1.282120 -6.707745 -0.557 -0.531 0.562
O -0.325857 0.828134 -7.665676 -0.451 -0.943 -0.223
O 0.851041 2.413124 -6.722561 0.054 2.122 0.254
H 2.095992 3.348727 -5.498064 0.494 -0.584 0.335
H 0.588724 3.571822 -4.851255 -1.356 -0.148 -0.858
H 0.901551 1.640918 -3.614569 -0.502 -0.476 -0.260
H 2.075444 0.941511 -4.721253 0.225 0.226 0.083
C 2.266034 -2.751663 0.473158 0.616 -0.317 -0.550
C 3.500541 -2.695898 1.395150 -0.798 0.849 -1.756
C 3.668243 -1.392503 2.164796 -0.526 -0.623 0.069
O 3.885232 -1.884176 3.479956 0.440 0.150 1.350
C 3.679871 -3.227639 3.595915 0.139 -1.341 0.814
O 3.752403 -3.909340 4.605049 -0.193 2.145 -2.574
O 3.409289 -3.708773 2.339874 -0.018 -0.684 1.739
H 1.315823 -2.510068 0.949407 0.213 -0.053 0.425
H 2.202351 -3.748912 0.037783 -0.081 -0.227 0.258
H 2.362618 -2.117376 -0.408006 0.271 0.417 0.140
H 4.435851 -2.823824 0.850242 -0.147 -0.387 -0.441
H 2.777516 -0.764305 2.172489 -0.062 -0.011 -0.010
H 4.505907 -0.837093 1.742966 0.060 0.047 0.637
C 0.487544 0.482467 0.699944 -0.856 -0.149 0.819
C -0.778972 0.986937 -0.092010 2.360 -0.919 2.853
C -0.519417 1.955671 -1.194065 2.690 0.612 1.836
O -1.200639 1.412038 -2.189108 -4.120 -1.620 -4.150
C -1.588065 0.125587 -1.927350 1.533 0.832 -0.633
O -2.048151 -0.620979 -2.711932 -1.311 -0.857 -1.270
O -1.182246 -0.215539 -0.734977 -0.659 -0.031 0.518
H 0.981998 -0.314799 0.144980 0.086 0.581 -0.620
H 0.191693 -0.075310 1.588459 -0.512 0.180 0.205
H 1.233065 1.185921 1.070684 -0.231 0.465 -0.488
H -1.637969 1.336903 0.480481 0.233 -0.167 0.587
H 0.503153 1.890506 -1.565805 0.620 0.734 0.814
H -0.840181 2.960664 -0.919852 0.170 0.079 -0.287
C -5.101952 -3.164615 -1.939286 -0.645 0.735 0.879
C -3.986027 -4.113543 -2.326117 -2.758 0.116 -1.267
C -3.205506 -3.830817 -3.635004 -0.803 -0.064 2.113
O -1.860371 -3.969178 -3.038843 2.289 -0.197 0.181
C -1.851310 -4.132474 -1.724985 -5.583 0.345 -5.093
O -0.817070 -4.173768 -1.080974 2.976 -0.051 1.883
O -3.042113 -4.282996 -1.236369 1.443 0.505 0.908
H -5.687842 -2.647788 -2.699361 0.526 -0.542 -0.891
H -4.788378 -2.305891 -1.345677 0.478 -0.230 0.267
H -5.870756 -3.700096 -1.382238 0.236 -0.027 0.281
H -4.453309 -5.095775 -2.396720 0.292 -0.116 -0.094
H -3.335910 -2.873022 -4.138721 0.473 0.343 0.764
H -3.531118 -4.570082 -4.366827 1.210 -0.514 0.066
C 0.962527 -0.217498 7.396411 -1.414 1.807 0.696
C 0.038383 -0.346215 6.140833 1.449 -1.303 0.230
C 0.672776 0.035295 4.802058 0.183 -0.155 0.431
O 0.528419 -1.156300 3.974078 0.273 1.241 0.003
C 0.226284 -2.216760 4.746811 0.231 -1.464 -0.046
O 0.223557 -3.367381 4.330944 -0.282 2.774 1.337
O 0.011208 -1.763202 6.021396 -0.676 -2.530 -1.275
H 2.035232 -0.102632 7.240827 -0.155 -0.368 -0.584
H 0.772511 -0.986674 8.144984 0.007 -0.486 -0.606
H 0.677305 0.654738 7.984578 0.028 0.513 -0.177
H -1.001545 -0.019730 6.132987 0.138 0.302 0.876
H 1.718265 0.240117 5.032487 0.205 -0.073 -0.734
H 0.187993 0.902361 4.353421 0.081 -0.275 -0.307
C 6.976788 2.501527 -1.901206 -0.030 -0.605 -0.630
C 6.188938 1.167386 -1.859355 1.635 0.385 0.143
C 5.973783 0.645203 -0.452952 0.531 0.090 0.068
O 4.581502 0.235975 -0.471325 1.089 -0.819 1.307
C 4.035419 0.533487 -1.634734 -3.272 -0.066 -0.921
O 2.860883 0.254720 -1.937561 3.372 0.852 0.687
O 4.898507 1.231001 -2.368138 -2.158 0.806 -1.358
H 6.879098 3.028787 -2.850184 -0.597 -0.021 0.017
H 8.051209 2.317926 -1.906407 0.025 -0.349 0.490
H 6.733631 3.160328 -1.067569 -0.134 -0.051 -0.116
H 6.623964 0.377369 -2.471496 0.766 0.237 0.046
H 6.182376 1.383124 0.321679 -0.630 0.159 0.003
H 6.706311 -0.143789 -0.282663 -0.681 -0.591 0.231